[1]
# C34H37BClNO3S

A 2-piece molecular cluster, C34H37BClNO3S overall (ωB97M-V with the def2-TZVPD basis set, the OMol25 dataset).

Its SMILES is COc1ccc([C@@H](B2OC(C)(C)C(C)(C)O2)c2cn(C)c3ccccc23)cc1.Cc1ccc(-c2ccc(Cl)cc2)s1. The orbital gap is 0.2674 Eh.

Structure (XYZ):
```
78
Properties=species:S:1:pos:R:3:forces:R:3
C 6.276197 0.716548 -0.407948 -0.64 0.25 0.71
O 5.400071 1.002491 0.709270 0.49 -0.64 -0.48
C 4.072732 0.712967 0.591103 -0.51 -0.14 -0.21
C 3.405866 0.610043 -0.650069 0.87 0.49 0.69
C 2.021855 0.545633 -0.659237 -0.33 -0.83 -0.03
C 1.305494 0.293401 0.513701 0.17 0.97 -0.22
C -0.035612 -0.356954 0.550880 -3.69 -1.51 0.04
B -1.805284 -0.607528 -0.016047 3.30 2.95 0.30
O -2.779939 -0.630425 0.931597 -0.12 -0.01 -0.51
C -4.053198 -0.678812 0.211516 0.31 -0.04 -0.08
C -4.848881 -1.821197 0.798940 -0.29 -0.57 0.04
C -4.798334 0.610937 0.515609 -0.19 0.35 0.11
C -3.609297 -0.873432 -1.313741 0.02 -0.18 -0.19
C -3.842514 -2.286196 -1.834665 0.00 -0.41 -0.03
C -4.211269 0.095932 -2.306136 -0.41 0.43 -0.01
O -2.169645 -0.629361 -1.316209 -0.85 -0.23 0.19
C 0.065343 -1.742438 -0.029867 1.93 -1.70 -0.08
C 0.926116 -2.139983 -1.069343 -1.24 0.72 1.20
N 0.679392 -3.428863 -1.426672 -0.63 -1.32 0.29
C 1.346071 -4.137910 -2.501201 0.20 0.27 0.15
C -0.286020 -3.972355 -0.577977 0.44 0.67 -1.07
C -0.886253 -5.226079 -0.649425 -0.37 -0.16 0.53
C -1.886175 -5.514576 0.290142 0.38 0.17 -0.46
C -2.236085 -4.559441 1.261454 0.21 0.59 0.11
C -1.637865 -3.288125 1.284895 -0.36 -0.79 0.67
C -0.682292 -2.957749 0.327401 0.60 0.31 -0.57
C 1.979376 0.465420 1.740213 -0.55 -0.73 -0.25
C 3.343473 0.622318 1.799437 0.74 0.48 -0.89
H 7.269008 0.883534 0.007548 -0.02 -0.08 -0.26
H 6.159432 -0.322232 -0.750833 0.01 0.25 0.12
H 6.089533 1.413666 -1.235231 0.06 -0.12 0.13
H 3.981787 0.600270 -1.584008 -0.34 0.33 0.41
H 1.492622 0.587092 -1.615434 0.14 -0.23 0.28
H -0.372782 -0.353540 1.597574 0.46 -0.50 0.01
H -5.866971 -1.826371 0.382754 0.23 -0.06 0.11
H -4.385727 -2.800327 0.620879 -0.14 0.34 0.06
H -4.922745 -1.678025 1.885559 0.00 0.01 -0.28
H -5.758816 0.637300 -0.025652 0.40 0.09 0.11
H -5.033911 0.640119 1.591155 0.13 -0.04 -0.32
H -4.209998 1.511361 0.293085 -0.14 -0.27 -0.11
H -4.918814 -2.515813 -1.870239 0.31 0.05 0.08
H -3.458454 -2.369426 -2.861815 -0.02 0.09 0.32
H -3.337745 -3.042976 -1.216969 -0.10 0.20 -0.17
H -5.287319 -0.110617 -2.410557 0.26 0.17 -0.03
H -4.075091 1.141838 -2.000730 -0.05 -0.27 -0.07
H -3.737403 -0.035677 -3.287740 -0.10 -0.04 0.29
H 1.705091 -1.592361 -1.583314 -0.29 -0.09 0.12
H 0.682124 -4.907871 -2.904395 0.15 0.21 -0.03
H 1.607637 -3.414019 -3.286210 -0.17 -0.31 0.14
H 2.275598 -4.608075 -2.152460 -0.19 -0.01 -0.07
H -0.562943 -5.928516 -1.416107 -0.22 -0.02 0.28
H -2.399368 -6.477780 0.271364 0.21 0.27 0.00
H -2.995236 -4.804524 2.012630 0.35 0.08 -0.28
H -1.870559 -2.589605 2.087181 -0.16 -0.15 -0.29
H 1.402441 0.419939 2.665516 0.15 -0.21 -0.22
H 3.880292 0.701999 2.744238 -0.14 0.09 -0.24
C -2.425571 3.383521 2.160737 -0.18 0.01 0.28
C -1.126679 3.299039 1.454056 0.35 -0.54 -1.48
C -0.958877 3.076354 0.093367 0.00 0.55 0.93
C 0.392766 3.162105 -0.326623 0.34 -0.26 1.17
C 1.268769 3.304514 0.739920 -1.51 1.35 -0.71
C 2.652332 3.712358 0.638077 1.00 -0.06 0.01
C 3.262267 3.899486 -0.621197 0.09 -0.03 0.66
C 4.635649 4.111474 -0.709115 0.03 -0.08 0.33
C 5.404518 4.151060 0.459152 -1.10 -0.13 0.17
Cl 7.118145 4.185917 0.355851 0.48 0.17 -0.06
C 4.794165 4.089483 1.718587 0.07 0.01 -0.37
C 3.424969 3.881349 1.800308 0.09 0.03 -0.36
S 0.390501 3.449722 2.250324 0.05 0.02 -0.93
H -3.200693 3.642861 1.434688 0.00 -0.10 0.16
H -2.682357 2.437235 2.643963 -0.10 0.06 0.01
H -2.397756 4.168929 2.919645 -0.11 -0.09 0.01
H -1.796018 2.927984 -0.579416 0.04 0.04 0.07
H 0.724897 3.086405 -1.357399 -0.15 0.00 0.22
H 2.654215 3.852645 -1.523115 0.27 -0.02 0.19
H 5.122336 4.208835 -1.676948 -0.08 -0.01 0.18
H 5.396616 4.162242 2.620663 -0.07 -0.01 -0.21
H 2.940773 3.822884 2.779092 0.26 -0.08 -0.30
```
Positions in Å, forces in eV/Å.

[2]
# C34H37F3IrN7O3PS6

C34H37F3IrN7O3PS6 as an isolated structure (ωB97M-V with the def2-TZVPD basis set, the OMol25 dataset).

As for the spin multiplicity: 5. As for the net charge: -1. As for the expectation value of S²: 6.037. The orbital gap (alpha / beta) is 0.2498 / 0.2122 Eh.

Structure (XYZ):
```
92
Properties=species:S:1:pos:R:3:forces:R:3
Ir 1.734532 -1.036839 -0.700566 0.05 0.10 0.47
S 4.562783 -0.827123 6.198058 0.04 0.04 0.06
C 4.200044 -1.208478 4.646491 -0.03 -0.08 -0.08
S 4.524200 -0.148827 3.309587 -0.05 -0.20 -0.05
C 3.853998 -1.132439 2.024649 0.26 0.32 -0.28
C 3.341316 -2.366413 2.428314 -0.41 -0.52 -0.12
S 2.663168 -3.535672 1.445383 0.20 0.14 0.22
S 3.443587 -2.685516 4.160755 0.05 0.31 -0.08
S 3.962741 -0.507582 0.438203 -0.34 0.08 0.07
N -4.893598 -1.088847 -2.725320 -0.07 0.04 -0.07
C -3.561149 -0.790370 -3.003072 0.13 0.05 -0.02
C -2.922043 0.266495 -2.350527 -0.04 -0.10 -0.01
C -1.611735 0.580564 -2.657575 0.07 -0.05 0.04
C -0.940066 -0.135866 -3.632287 0.24 0.13 -0.12
C -1.555863 -1.188837 -4.289769 -0.02 -0.02 -0.05
C -2.862681 -1.513652 -3.973570 -0.05 -0.03 0.07
S 0.756671 0.260123 -3.959908 -0.05 0.10 -0.13
O 1.044817 -0.018215 -5.341311 -0.06 -0.22 0.15
O 1.001868 1.601310 -3.502559 -0.07 -0.17 0.12
N 1.541123 -0.743793 -2.943610 0.21 0.36 0.41
C 1.758275 -2.048597 -3.195288 0.25 -0.91 -0.40
N 1.353586 -2.714786 -4.283807 -0.12 0.29 -0.07
C 1.607069 -4.013562 -4.327683 0.05 -0.06 0.12
C 2.249125 -4.704624 -3.313558 0.04 0.01 -0.05
C 2.634873 -3.948380 -2.217148 0.05 -0.04 -0.01
N 2.413410 -2.649633 -2.157136 -0.26 -0.01 -0.26
H -5.223580 -0.779039 -1.826460 -0.01 -0.05 0.03
H -5.176613 -2.029185 -2.946192 0.00 -0.02 0.06
H -3.458937 0.826548 -1.591749 0.01 0.02 0.01
H -1.068458 1.357772 -2.139741 -0.03 -0.09 0.04
H -0.994988 -1.747161 -5.027664 -0.04 0.01 -0.03
H -3.354341 -2.344177 -4.467474 0.01 0.01 -0.04
H 1.263793 -4.529709 -5.219911 0.00 -0.01 0.01
H 2.428841 -5.767932 -3.361522 0.01 0.00 -0.02
H 3.134961 -4.391387 -1.364170 -0.02 0.04 0.07
O 0.721475 1.299040 -0.580968 -0.02 0.30 0.12
P 0.735990 2.457268 0.350561 -0.42 0.39 0.79
N 0.327087 2.073785 1.948890 0.25 -0.17 -0.58
C -0.996126 1.442181 2.102308 -0.12 0.05 0.16
C -0.916472 0.825527 3.492222 0.14 -0.02 -0.09
C 0.500673 0.241318 3.515732 -0.07 0.14 0.04
C 1.314298 1.179778 2.610982 0.09 -0.03 0.01
N -0.338112 3.708947 -0.010393 0.19 -0.25 -0.15
C 0.128475 4.802195 -0.869974 -0.04 0.02 -0.11
C -0.361106 4.402770 -2.258595 -0.04 0.02 0.09
C -1.776672 3.892010 -1.959837 0.13 0.02 -0.05
C -1.697630 3.409008 -0.487736 -0.09 -0.02 0.03
N 2.199100 3.181860 0.470331 -0.03 -0.15 -0.04
C 2.611627 4.122397 1.495787 0.06 -0.02 0.11
C 4.106989 3.837985 1.589848 0.01 0.04 -0.09
C 4.509745 3.605695 0.124939 -0.03 0.04 0.11
C 3.237343 3.063173 -0.556048 0.05 -0.07 -0.11
H -1.153476 0.653890 1.351973 -0.04 0.03 0.02
H -1.781086 2.196107 2.022648 -0.01 -0.03 -0.04
H -1.683838 0.069700 3.660349 -0.03 0.04 0.01
H -1.013246 1.616182 4.239930 -0.06 -0.04 0.03
H 0.499426 -0.762413 3.095540 -0.02 -0.10 -0.05
H 0.909675 0.192710 4.525292 0.03 -0.04 -0.02
H 1.876115 0.597838 1.875148 0.00 0.09 0.06
H 2.019850 1.787386 3.184361 0.00 -0.02 -0.05
H 1.204082 4.943609 -0.805199 -0.01 -0.02 0.05
H -0.365437 5.724770 -0.537727 0.07 0.03 -0.03
H 0.252034 3.579368 -2.630084 0.03 0.07 -0.04
H -0.338031 5.221257 -2.978835 -0.03 0.00 -0.01
H -2.058208 3.089708 -2.639892 -0.10 0.12 0.02
H -2.508776 4.695579 -2.055739 -0.02 -0.01 0.02
H -1.910747 2.345118 -0.387496 -0.01 -0.01 0.01
H -2.413915 3.960742 0.129801 -0.03 -0.09 -0.01
H 2.066584 3.943554 2.421992 -0.01 0.02 -0.02
H 2.434912 5.164059 1.187864 -0.03 -0.01 0.00
H 4.256142 2.921807 2.161142 0.01 -0.03 0.07
H 4.664878 4.645722 2.064101 0.02 -0.02 0.01
H 5.337721 2.903148 0.041076 0.00 0.02 -0.03
H 4.812707 4.546830 -0.337793 0.02 -0.01 0.00
H 3.336225 2.025305 -0.856442 -0.02 -0.12 -0.05
H 2.989223 3.640613 -1.454232 0.00 0.00 0.04
F -5.119803 -6.028119 3.813098 0.03 0.07 -0.05
C -5.365623 -4.928125 3.077765 -0.22 -0.06 0.05
F -6.260551 -5.291489 2.125284 0.09 0.03 0.07
F -6.028331 -4.062579 3.885387 0.07 -0.09 -0.06
C -4.136244 -4.316605 2.494896 0.01 0.04 -0.01
C -4.289161 -3.200884 1.675260 0.04 -0.06 0.03
C -3.177175 -2.581867 1.144359 -0.01 -0.07 0.04
C -1.889468 -3.070785 1.419320 -0.12 -0.01 0.01
C -1.753666 -4.193264 2.243747 0.01 0.06 -0.06
C -2.870951 -4.813366 2.774790 -0.11 0.00 0.03
C -0.764371 -2.427438 0.839128 0.08 0.24 -0.06
C 0.148968 -1.825290 0.299058 0.28 0.14 -0.24
H -5.283764 -2.831287 1.458343 0.01 0.04 0.01
H -3.273781 -1.713918 0.505118 0.00 -0.01 -0.02
H -0.761841 -4.569982 2.455537 0.01 0.00 -0.02
H -2.764464 -5.688699 3.401219 0.02 0.03 0.03
```
Positions in Å, forces in eV/Å.

[3]
# C34H38AlBr3F9NO7P2

C34H38AlBr3F9NO7P2 as an isolated structure (ωB97M-V with the def2-TZVPD basis set, the OMol25 dataset).

As for the net charge: +2. The orbital gap is 0.0645 Eh.

Structure (XYZ):
```
95
Properties=species:S:1:pos:R:3:forces:R:3
O -5.342924 -1.890656 -2.964266 0.33 -1.34 2.17
P -5.203273 -2.667048 -1.468264 -1.84 0.68 -1.92
Br -6.746214 -1.651345 -0.159681 1.22 -0.35 -0.99
C -3.417267 -2.396662 -0.740587 0.34 -1.58 1.51
C -3.645805 -2.788509 0.785734 0.88 -0.81 0.50
C -2.276222 -2.967426 1.622620 -0.45 0.94 -0.73
O -2.673122 -3.502364 2.906893 0.53 1.34 -0.26
C -2.261107 -2.668350 3.999662 0.49 -0.72 0.56
C -3.209718 -1.419420 4.277210 -1.42 -1.39 0.04
F -4.501749 -1.963066 4.526971 2.26 1.30 -0.54
F -3.372628 -0.539284 3.181523 0.53 -1.02 1.58
C -2.811141 -0.615850 5.594845 -1.17 -1.23 1.02
F -2.950812 -1.536067 6.662077 0.29 1.92 -2.01
F -3.750327 0.408157 5.786684 2.27 -1.51 -0.50
C -1.304710 -0.100909 5.655316 0.86 0.61 2.12
F -1.251043 0.818911 6.736536 -0.27 -1.45 -2.15
F -0.412388 -1.130016 6.023100 -2.01 1.94 -1.43
C -0.813604 0.716174 4.381313 1.55 0.50 -0.44
F -0.429243 -0.074865 3.287586 -0.75 0.92 1.92
F 0.364301 1.412940 4.789637 -2.08 -1.06 -0.82
C -3.243400 -0.790461 -0.934837 1.01 0.60 -2.07
O -2.547511 -0.608404 -2.170566 -2.56 -1.66 2.17
P -1.621246 -2.061828 -2.484818 4.12 -0.63 -2.74
O -2.488123 -3.210389 -1.445886 -2.61 3.89 2.45
H -5.382607 -2.570665 -3.675029 -0.01 0.46 0.29
H -4.167279 -3.808919 0.849416 0.70 1.42 -0.17
H -4.275641 -2.044520 1.363230 0.67 -0.74 -1.04
H -1.550063 -3.621666 1.051022 -0.90 0.43 0.96
H -1.788132 -1.942735 1.774362 -0.59 -1.35 -0.33
H -1.166651 -2.411372 3.856129 -1.31 0.18 0.29
H -2.319532 -3.320680 4.940703 -0.08 1.03 -1.32
H -1.574102 1.476506 3.991898 0.91 -1.13 0.81
H -4.244488 -0.247365 -0.916227 1.55 -0.47 0.20
H -2.489086 -0.493963 -0.128201 -0.94 -0.58 -0.24
H -0.809439 -1.240146 -3.395671 -0.28 0.67 0.35
H -0.691310 -1.742806 -1.403482 -0.17 -0.04 0.05
H -0.682287 -3.107420 -2.833603 -0.90 -0.42 0.37
H -2.425574 -2.342219 -3.664276 -0.06 0.57 0.12
C 1.335810 6.634679 2.854569 0.43 0.82 -0.52
O 1.552710 6.404581 1.688290 -0.34 -0.57 0.47
N 1.212691 5.674113 3.834400 -1.32 -0.30 -0.18
C 0.946378 6.012391 5.229882 0.29 -0.14 0.26
C 1.356647 4.280924 3.460573 1.17 0.55 0.50
H 1.213097 7.661272 3.232579 0.03 -0.07 0.12
H 1.763827 5.638591 5.849540 -0.14 0.09 0.10
H 0.009494 5.542695 5.542402 0.08 0.08 0.29
H 0.864478 7.091503 5.360311 0.01 -0.10 -0.11
H 2.344050 4.119894 3.022330 -0.24 -0.27 -0.26
H 0.593566 4.038173 2.699893 0.90 -0.82 -0.62
H 1.231743 3.635490 4.331937 -0.09 0.02 -0.09
Al -1.084533 4.729572 3.112343 -0.68 0.85 0.12
C 4.085789 -3.110772 -8.193546 0.02 0.10 0.13
C 2.817263 -3.203645 -7.625978 0.04 0.13 0.14
C 2.514778 -2.485010 -6.475638 0.00 -0.15 -0.20
C 3.485237 -1.678989 -5.881154 -0.04 -0.15 -0.15
C 4.763362 -1.605550 -6.436655 -0.19 -0.21 -0.20
C 5.058177 -2.314286 -7.600878 -0.05 -0.12 -0.12
C 5.818082 -0.793457 -5.789888 0.79 -0.04 -0.50
O 6.930441 -0.726997 -6.276485 -0.17 0.04 0.20
C 5.499055 -0.070579 -4.536764 0.00 0.23 0.36
C 6.497638 0.652354 -3.884785 0.01 0.14 0.19
C 6.204724 1.344586 -2.715776 -0.05 -0.09 -0.14
C 4.911748 1.325083 -2.198606 -0.08 -0.14 -0.16
C 3.915212 0.601530 -2.841958 0.18 0.14 0.16
C 4.209033 -0.106110 -4.007685 0.11 0.18 0.20
C 3.148595 -0.903228 -4.666566 -0.70 -0.12 0.12
O 2.014398 -0.924612 -4.211234 0.09 0.02 0.09
H 4.318051 -3.664796 -9.096505 -0.01 0.06 0.09
H 2.063106 -3.835478 -8.082587 0.07 0.06 0.03
H 1.523653 -2.557227 -6.041291 0.15 0.12 0.04
H 6.046110 -2.249826 -8.044364 -0.07 0.11 0.16
H 7.505854 0.674109 -4.284191 -0.17 -0.09 -0.09
H 6.984324 1.901949 -2.207728 -0.06 -0.05 -0.06
H 4.682273 1.871662 -1.289948 0.03 -0.04 -0.08
H 2.911120 0.586044 -2.432058 0.07 -0.10 -0.18
Br 7.381570 0.584848 -9.576857 0.01 -0.07 0.07
C 8.985553 0.849259 -8.502881 -0.13 0.17 0.02
C 10.221735 0.892679 -9.365619 0.22 -0.16 0.05
Br 10.741857 -0.893079 -9.946833 -0.05 0.10 -0.04
H 9.005440 0.052201 -7.760745 0.01 0.07 -0.14
H 8.835416 1.804921 -7.998835 0.06 -0.06 -0.07
H 11.074126 1.265669 -8.796544 -0.12 -0.01 0.00
H 10.098653 1.495876 -10.264195 -0.07 -0.08 0.14
F -10.832405 0.161181 7.704768 -0.02 0.00 -0.01
C -9.511485 0.180740 7.485283 0.58 0.01 -0.08
C -9.026631 -0.141351 6.227873 -0.11 -0.04 -0.18
C -7.655528 -0.116146 5.998791 -0.03 0.10 0.35
C -6.784876 0.220286 7.031903 0.02 0.00 -0.04
C -7.283635 0.537000 8.291869 -0.13 -0.06 -0.26
C -8.655017 0.522792 8.519283 -0.05 0.04 0.17
H -9.719298 -0.408623 5.438799 -0.01 0.03 0.08
H -7.265284 -0.359186 5.016351 -0.06 -0.02 0.06
H -5.716758 0.235258 6.853895 -0.16 -0.02 0.08
H -6.604296 0.794777 9.096691 -0.09 -0.02 -0.04
H -9.061650 0.774971 9.491148 -0.02 -0.04 -0.06
```
Positions in Å, forces in eV/Å.

| no. | DFT total energy (eV) |
| --- | --- |
| 1 | -67526.038 |
| 2 | -137725.814 |
| 3 | -311432.482 |